[1]
Density functional theory data (ωB97M-V/def2-TZVPD) for a structure of composition C20H41N4O5Ti in a non-equilibrium geometry.

Geometry as ORCA input:
```
! wB97M-V def2-TZVPD RIJCOSX def2/J DEFGRID3
* xyz 3 1
Ti 0.582 1.134 0.062
C -0.742 -3.247 -3.313
C -1.318 -2.126 -2.454
C -1.605 -2.666 -1.029
C -2.671 -2.025 -0.093
C -3.386 -3.131 0.677
C -3.692 -1.167 -0.832
N -2.089 -1.057 0.959
C -1.124 -1.481 2.018
C -0.539 -0.266 2.771
N 0.519 0.606 2.154
C 0.420 1.926 2.836
C 1.119 3.004 1.973
O 1.687 3.952 2.398
O 0.979 2.650 0.712
C 1.947 0.076 2.348
C 2.093 -1.432 2.596
C 3.015 0.622 1.331
C 3.301 0.183 -0.159
C 3.572 -1.317 -0.335
C 4.592 0.927 -0.542
N 2.210 0.695 -1.088
C 2.050 0.091 -2.454
C 1.034 -1.051 -2.775
N -0.408 -0.889 -2.382
C -1.014 0.376 -2.892
C -0.704 1.380 -1.778
O 0.222 2.171 -1.862
O -1.211 1.121 -0.617
H -1.512 -3.997 -3.485
H 0.093 -3.749 -2.835
H -0.436 -2.901 -4.295
H -2.244 -1.795 -2.927
H -0.659 -2.770 -0.498
H -1.966 -3.685 -1.188
H -3.983 -3.726 -0.010
H -4.076 -2.721 1.410
H -2.697 -3.798 1.187
H -4.132 -1.725 -1.655
H -3.256 -0.244 -1.212
H -4.519 -0.898 -0.177
H -2.924 -0.703 1.444
H -1.678 -0.257 0.446
H -0.358 -2.124 1.592
H -1.674 -2.071 2.756
H -0.156 -0.631 3.732
H -1.391 0.380 3.003
H 0.839 1.917 3.850
H -0.625 2.262 2.894
H 2.279 0.522 3.297
H 1.776 -2.088 1.792
H 1.587 -1.734 3.509
H 3.147 -1.629 2.773
H 3.960 0.392 1.838
H 2.979 1.719 1.340
H 4.057 -1.717 0.550
H 4.275 -1.473 -1.151
H 2.692 -1.919 -0.540
H 5.435 0.555 0.033
H 4.526 1.999 -0.358
H 4.831 0.770 -1.592
H 2.495 1.664 -1.287
H 3.017 -0.332 -2.758
H 1.843 0.922 -3.136
H 1.374 -1.986 -2.328
H 1.091 -1.169 -3.860
H -2.090 0.269 -3.046
H -0.563 0.689 -3.837
O 0.442 -0.628 0.006
H 1.131 -1.269 0.222
H -0.279 -0.791 -1.328
*
```

Gap between HOMO and LUMO in eV: 9.16
Energy relative to the best compared isomer or geometry (same formula, charge and spin) in kcal/mol: 13.3
Molecular weight in g mol⁻¹: 465.4
Largest force on an atom in eV/Å: 3.59
Lowest unoccupied orbital energy in Eh: -0.371

Atomic partial charges in e from the Löwdin method, atoms 1 to 4:
1. Ti 1.12
2. C -0.01
3. C -0.24
4. C -0.05



[2]
Density functional theory data (ωB97M-V/def2-TZVPD) for a cluster of 6 separate species, C20H41N4O7 in total in a non-equilibrium geometry.

Geometry as ORCA input:
```
! wB97M-V def2-TZVPD RIJCOSX def2/J DEFGRID3
* xyz 1 1
O 2.860 -4.121 1.748
N 3.322 -3.147 1.136
O 2.470 -2.734 0.179
C 1.486 -1.804 0.806
N 0.256 -2.529 1.307
C -0.966 -2.602 0.686
N -1.998 -1.456 0.677
C -3.024 -1.884 1.703
C -3.519 -3.440 1.596
C -2.435 -4.485 0.955
N -1.453 -3.882 -0.025
H 2.040 -1.381 1.774
H 1.204 -0.894 0.126
H 0.357 -3.059 2.221
H -2.380 -1.424 -0.295
H -2.707 -1.607 2.820
H -3.991 -1.214 1.498
H -3.711 -3.806 2.717
H -4.575 -3.485 1.071
H -3.003 -5.350 0.360
H -1.850 -5.037 1.827
H -0.644 -4.524 -0.222
C 5.734 1.494 -0.271
C 4.970 0.273 0.166
O 4.056 0.350 0.984
C 5.369 -1.047 -0.439
H 5.338 2.374 0.247
H 6.791 1.383 -0.014
H 5.618 1.640 -1.348
H 6.409 -1.271 -0.189
H 5.236 -1.014 -1.523
H 4.732 -1.840 -0.032
C 6.844 6.932 2.091
C 6.444 5.709 1.310
O 7.285 4.918 0.888
C 4.974 5.492 1.067
H 7.934 6.959 2.190
H 6.518 7.833 1.565
H 6.403 6.896 3.091
H 4.565 6.328 0.494
H 4.450 5.391 2.021
H 4.834 4.571 0.491
C 1.307 9.005 1.859
C 1.816 7.612 1.601
O 3.003 7.399 1.362
C 0.815 6.488 1.649
H 2.140 9.713 1.793
H 0.560 9.272 1.108
H 0.877 9.064 2.862
H 0.046 6.643 0.888
H 0.363 6.435 2.642
H 1.324 5.540 1.444
C -3.321 -4.733 -3.090
C -3.088 -3.327 -3.574
O -3.316 -2.357 -2.853
C -2.566 -3.154 -4.975
H -3.698 -4.705 -2.062
H -4.064 -5.226 -3.722
H -2.381 -5.291 -3.102
H -3.275 -3.576 -5.691
H -1.592 -3.641 -5.072
H -2.446 -2.086 -5.188
C -8.247 -4.846 -1.199
C -6.986 -4.024 -1.205
O -6.003 -4.358 -0.546
C -6.974 -2.778 -2.049
H -8.111 -5.715 -0.547
H -9.078 -4.249 -0.816
H -8.466 -5.198 -2.210
H -7.748 -2.088 -1.704
H -7.136 -3.038 -3.098
H -6.000 -2.286 -1.956
*
```

Gap between HOMO and LUMO in eV: 5.03
Energy relative to the best compared isomer or geometry (same formula, charge and spin) in kcal/mol: 126.6
Molecular weight in g mol⁻¹: 449.6
Largest force on an atom in eV/Å: 5.87
Lowest unoccupied orbital energy in Eh: -0.199

Atomic partial charges in e from the Löwdin method, atoms 1 to 4:
1. O 0.06
2. N -0.03
3. O -0.13
4. C -0.10



- Which of these has the lowest lowest unoccupied orbital energy?
  C20H41N4O5Ti